(1)
{"formula": "C28H78N2O16", "method": "ωB97M-V/def2-TZVPD", "symbols": ["C", "O", "C", "C", "N", "C", "C", "O", "C", "H", "H", "H", "H", "H", "H", "H", "H", "H", "H", "H", "H", "H", "H", "H", "C", "O", "C", "C", "N", "C", "C", "O", "C", "H", "H", "H", "H", "H", "H", "H", "H", "H", "H", "H", "H", "H", "H", "H", "C", "C", "O", "H", "H", "H", "H", "H", "H", "C", "C", "O", "H", "H", "H", "H", "H", "H", "C", "C", "O", "H", "H", "H", "H", "H", "H", "C", "C", "O", "H", "H", "H", "H", "H", "H", "C", "C", "O", "O", "H", "H", "H", "H", "H", "H", "C", "C", "O", "O", "H", "H", "H", "H", "H", "H", "C", "C", "O", "O", "H", "H", "H", "H", "H", "H", "C", "C", "O", "O", "H", "H", "H", "H", "H", "H"], "coordinates": [[3.490, 4.251, -3.939], [2.193, 3.731, -3.979], [1.779, 3.114, -2.808], [0.370, 2.763, -3.124], [-0.231, 2.251, -1.898], [-1.611, 2.064, -2.288], [-2.344, 1.547, -1.132], [-3.577, 1.624, -1.025], [-4.268, 1.304, -2.212], [4.206, 3.487, -4.272], [3.883, 4.515, -2.984], [3.608, 5.157, -4.608], [1.927, 3.685, -1.847], [2.487, 2.288, -2.580], [0.288, 2.046, -3.943], [-0.135, 3.668, -3.481], [0.156, 1.324, -1.867], [-1.710, 1.392, -3.234], [-2.005, 3.004, -2.506], [-2.007, 2.142, -0.257], [-1.898, 0.610, -1.086], [-4.346, 0.272, -2.506], [-4.072, 2.085, -2.997], [-5.316, 1.455, -2.102], [-8.458, -0.874, -3.909], [-8.814, -1.910, -3.087], [-7.774, -2.230, -2.104], [-7.253, -1.050, -1.194], [-6.419, -1.406, -0.039], [-5.968, -0.260, 0.682], [-5.383, -0.740, 1.928], [-4.672, 0.085, 2.588], [-3.395, 0.418, 2.095], [-8.375, 0.148, -3.523], [-9.170, -0.807, -4.693], [-7.481, -1.107, -4.353], [-6.880, -2.613, -2.685], [-8.239, -3.016, -1.527], [-8.111, -0.509, -0.792], [-6.707, -0.322, -1.779], [-5.598, -1.973, -0.282], [-6.818, 0.300, 0.895], [-5.258, 0.393, 0.117], [-4.834, -1.650, 1.802], [-6.256, -0.913, 2.615], [-3.452, 1.191, 1.374], [-2.935, -0.400, 1.511], [-2.584, 0.627, 2.870], [1.384, -4.803, 1.683], [1.863, -3.648, 0.958], [2.204, -4.015, -0.382], [1.457, -4.841, 2.716], [2.057, -5.609, 1.357], [0.311, -4.980, 1.456], [2.708, -3.045, 1.373], [0.964, -2.927, 0.886], [2.644, -3.286, -0.801], [4.195, -4.610, 3.900], [4.660, -5.341, 2.774], [4.688, -4.496, 1.624], [3.954, -5.114, 4.847], [3.239, -4.149, 3.559], [4.881, -3.745, 4.146], [4.107, -6.244, 2.556], [5.662, -5.674, 2.864], [4.647, -5.057, 0.848], [0.073, 6.048, -0.903], [-0.806, 5.210, -0.098], [-0.008, 4.112, 0.192], [0.797, 5.559, -1.589], [0.717, 6.533, -0.122], [-0.423, 6.813, -1.528], [-1.658, 4.984, -0.766], [-1.284, 5.812, 0.742], [-0.148, 3.425, -0.503], [-2.291, -2.869, 3.580], [-1.169, -2.590, 2.638], [-1.581, -2.969, 1.307], [-2.300, -3.898, 3.720], [-3.199, -2.562, 3.036], [-2.140, -2.317, 4.501], [-0.251, -3.209, 2.904], [-0.737, -1.569, 2.696], [-1.649, -3.882, 1.107], [6.046, -0.990, 0.833], [5.380, -0.429, 2.004], [5.104, -1.552, 2.766], [6.442, 0.064, 0.005], [5.391, -1.486, 0.180], [6.970, -1.631, 1.152], [4.473, 0.062, 1.629], [5.916, 0.398, 2.512], [4.799, -2.158, 2.132], [5.683, 0.539, -0.255], [1.680, -0.220, 2.185], [0.764, 0.891, 2.347], [0.165, 1.129, 1.083], [2.286, -0.640, 3.352], [2.476, -0.172, 1.455], [1.229, -1.123, 1.896], [1.292, 1.813, 2.623], [0.136, 0.645, 3.212], [-0.424, 1.938, 1.127], [2.710, -1.431, 3.205], [1.116, -1.214, -1.844], [2.128, -0.264, -1.570], [3.088, -0.837, -0.772], [0.306, -0.679, -2.867], [0.529, -1.482, -0.906], [1.568, -2.103, -2.245], [1.847, 0.679, -1.108], [2.564, 0.094, -2.526], [3.502, -0.110, -0.285], [0.880, -0.694, -3.601], [3.131, 2.840, 0.517], [4.286, 2.838, -0.415], [4.460, 1.572, -0.973], [2.755, 4.151, 0.847], [3.268, 2.212, 1.389], [2.273, 2.438, 0.028], [5.204, 3.056, 0.127], [4.140, 3.536, -1.151], [4.997, 1.815, -1.763], [1.841, 4.295, 0.562]], "lowdin_charge": [-0.11, -0.16, -0.25, -0.18, -0.03, -0.23, -0.40, -0.11, -0.07, 0.09, 0.06, 0.11, 0.12, 0.11, 0.13, 0.14, 0.07, 0.16, 0.10, 0.13, 0.12, 0.10, 0.12, 0.06, -0.17, -0.18, -0.15, -0.20, -0.06, -0.23, -0.36, -0.13, -0.07, 0.09, 0.08, 0.09, 0.13, 0.11, 0.12, 0.07, 0.13, 0.11, 0.12, 0.11, 0.16, 0.05, 0.09, 0.11, -0.10, -0.35, -0.06, 0.05, 0.09, 0.09, 0.11, 0.10, 0.04, -0.09, -0.35, -0.08, 0.10, 0.07, 0.10, 0.11, 0.10, 0.09, -0.11, -0.35, -0.12, 0.08, 0.10, 0.09, 0.11, 0.14, 0.04, -0.07, -0.31, -0.08, 0.05, 0.07, 0.09, 0.11, 0.10, 0.06, -0.27, -0.26, -0.03, -0.05, 0.10, 0.18, 0.09, 0.15, 0.02, -0.01, -0.30, -0.23, -0.08, -0.01, 0.09, 0.08, 0.13, 0.13, 0.09, 0.02, -0.24, -0.32, -0.04, -0.03, 0.16, 0.12, 0.10, 0.13, 0.05, 0.07, -0.25, -0.22, -0.08, -0.04, 0.12, 0.09, 0.14, 0.07, 0.15, 0.04], "gap_ha": 0.334, "e_homo_ev": -8.8, "smiles": "COCCNCCOC.COCCNCCOC.OCCO.OCCO.OCCO.OCCO.CCO.CCO.CCO.CCO"}

---

(2)
{"formula": "C29H24ClFPSm", "method": "ωB97M-V/def2-TZVPD", "symbols": ["C", "C", "C", "H", "C", "C", "H", "H", "H", "H", "Sm", "Cl", "P", "C", "C", "H", "C", "H", "C", "H", "C", "H", "C", "H", "C", "C", "H", "C", "H", "C", "H", "C", "H", "C", "H", "C", "C", "H", "C", "H", "C", "H", "C", "H", "C", "H", "F", "C", "C", "C", "C", "C", "C", "H", "H", "H", "H"], "coordinates": [[-0.762, -1.958, 3.347], [-0.606, -2.111, 1.931], [0.722, -2.610, 1.705], [-1.378, -1.980, 1.172], [1.401, -2.743, 2.980], [0.462, -2.349, 4.016], [0.629, -2.478, 5.110], [-1.686, -1.674, 3.857], [1.124, -2.878, 0.718], [2.421, -3.073, 3.173], [1.166, -0.312, 2.877], [3.522, 0.499, 2.157], [0.058, -0.163, -1.739], [1.324, -1.257, -2.359], [1.092, -2.107, -3.450], [0.121, -2.101, -3.951], [2.098, -2.980, -3.857], [1.915, -3.656, -4.684], [3.334, -3.023, -3.200], [4.104, -3.729, -3.515], [3.557, -2.156, -2.127], [4.518, -2.169, -1.618], [2.571, -1.294, -1.682], [2.734, -0.665, -0.801], [-1.574, -0.691, -2.196], [-1.951, -2.038, -1.975], [-1.221, -2.758, -1.586], [-3.261, -2.426, -2.225], [-3.542, -3.464, -2.078], [-4.222, -1.486, -2.618], [-5.262, -1.790, -2.758], [-3.848, -0.149, -2.791], [-4.602, 0.589, -3.055], [-2.538, 0.261, -2.586], [-2.248, 1.310, -2.691], [0.427, 1.529, -2.176], [1.031, 1.838, -3.403], [1.291, 1.036, -4.093], [1.292, 3.173, -3.710], [1.751, 3.419, -4.662], [0.993, 4.201, -2.815], [1.210, 5.242, -3.065], [0.422, 3.881, -1.574], [0.189, 4.674, -0.866], [0.151, 2.561, -1.237], [-0.263, 2.303, -0.259], [-1.218, 4.228, 6.727], [-0.988, 3.276, 5.761], [-1.975, 3.030, 4.802], [-1.723, 2.057, 3.800], [-0.566, 1.315, 3.838], [0.447, 1.631, 4.742], [0.232, 2.609, 5.737], [-2.891, 3.609, 4.826], [-2.456, 1.945, 2.995], [1.468, 1.181, 4.673], [1.002, 2.870, 6.461]], "nbo_charge": [-0.30, -0.32, -0.33, 0.25, -0.40, -0.44, 0.26, 0.25, 0.25, 0.25, 1.70, -0.62, 0.80, -0.35, -0.21, 0.22, -0.21, 0.21, -0.21, 0.22, -0.20, 0.22, -0.21, 0.24, -0.26, -0.25, 0.22, -0.20, 0.22, -0.22, 0.22, -0.20, 0.22, -0.24, 0.22, -0.27, -0.22, 0.22, -0.21, 0.22, -0.20, 0.22, -0.20, 0.22, -0.22, 0.23, -0.34, 0.38, -0.27, -0.22, -0.42, -0.27, -0.27, 0.23, 0.21, 0.16, 0.23], "gap_ha": [0.260, 0.274], "e_homo_ev": [-7.5, -7.5], "s2": 8.7649, "multiplicity": 6}

---

(3)
{"formula": "C3H15NO5S", "method": "ωB97M-V/def2-TZVPD", "symbols": ["C", "O", "C", "C", "S", "N", "H", "H", "H", "H", "H", "H", "H", "H", "H", "O", "H", "H", "O", "H", "H", "O", "H", "H", "O"], "coordinates": [[-0.153, 0.769, 0.020], [-0.490, -0.603, 0.192], [1.403, 0.980, 0.383], [1.810, 2.182, 1.455], [0.387, 3.235, 1.941], [1.955, -0.287, 1.040], [-0.469, 1.155, -0.992], [-0.693, 1.225, 0.955], [2.147, 1.273, -0.444], [2.383, 2.817, 0.778], [2.152, 1.595, 2.383], [1.837, -0.224, 2.060], [1.534, -1.140, 0.667], [-3.313, 2.133, 0.537], [-2.181, 1.156, 1.318], [-3.192, 1.404, 1.178], [0.609, -1.513, -2.370], [0.113, -0.013, -3.103], [0.650, -0.767, -3.384], [-2.530, -2.534, 0.149], [-1.192, -3.312, -0.200], [-2.178, -3.299, -0.243], [-0.241, -1.377, -0.600], [-0.589, -2.471, -2.144], [0.241, -2.384, -1.577]], "nbo_charge": [-0.06, -0.85, -0.07, -0.60, 0.07, -0.86, 0.18, 0.12, 0.19, 0.25, 0.24, 0.33, 0.40, 0.47, 0.49, -0.97, 0.49, 0.42, -1.14, 0.48, 0.50, -0.98, 0.51, 0.47, -1.09], "gap_ha": [0.293, 0.203], "e_homo_ev": [-5.2, -5.2], "s2": 0.7529, "total_charge": -1, "multiplicity": 2}